{
  "formula": "C13H14BCl4NO",
  "method": "ωB97M-V with the def2-TZVPD basis set",
  "de_lowest_kcal_mol": 4.03,
  "homo_energy_ha": -0.3060,
  "homo_lumo_gap_ev": 6.822,
  "largest_force_ev_per_a": 2.706,
  "lumo_energy_ev": -1.50,
  "symbols": ["Cl", "B", "Cl", "Cl", "O", "C", "C", "C", "C", "C", "Cl", "C", "C", "H", "H", "H", "H", "H", "C", "C", "C", "C", "C", "C", "N", "H", "H", "H", "H", "H", "H", "H", "H", "H"],
  "positions_angstrom": [[-0.91488, -2.79958, 3.13533], [-1.59421, -1.30502, 2.29165], [-2.62427, -1.76533, 0.78919], [-2.61927, -0.23988, 3.40593], [-0.39553, -0.52911, 1.84143], [-0.34050, 0.50741, 1.08243], [0.69490, 1.49655, 1.36594], [0.56933, 2.83200, 0.91780], [1.65728, 3.69525, 0.97648], [2.87568, 3.24458, 1.51446], [4.22007, 4.29457, 1.54053], [2.96024, 1.97018, 2.10608], [1.86638, 1.10531, 2.06063], [-1.25694, 0.85085, 0.59481], [-0.37916, 3.15461, 0.48204], [1.58057, 4.71376, 0.60600], [3.88012, 1.66239, 2.60106], [1.92201, 0.10243, 2.49218], [-2.81364, -1.55424, -3.30969], [-1.67154, -1.16982, -2.47127], [-1.23183, 0.06366, -1.99417], [-0.10897, -0.16310, -1.13784], [0.14615, -1.55458, -1.18067], [1.20924, -2.35499, -0.58115], [-0.79955, -2.11381, -1.99000], [-3.33083, -0.66228, -3.66916], [-2.46382, -2.12112, -4.18011], [-3.55129, -2.17091, -2.77445], [-1.71296, 1.00777, -2.20110], [0.63608, 0.58268, -0.87687], [1.99933, -1.69349, -0.21266], [0.84338, -2.93108, 0.28067], [1.63142, -3.04553, -1.32823], [-0.88299, -3.11012, -2.17729]],
  "atomic_forces_ev_per_a": [[-0.1, 0.3, -0.1], [-0.7, -0.4, -0.3], [0.2, 0.1, 0.2], [0.3, 0.0, -0.1], [1.0, 1.1, -0.6], [-1.8, -0.2, 2.0], [1.1, 0.2, 0.0], [0.2, -0.8, -0.3], [0.2, -0.2, 0.2], [-1.2, -0.8, 0.3], [0.4, 0.2, 0.0], [-0.2, 0.1, 0.0], [-0.1, 0.3, -0.7], [0.1, -0.2, 0.2], [0.3, 0.0, 0.0], [0.0, -0.2, 0.1], [-0.2, 0.1, -0.2], [0.0, 0.4, -0.2], [-0.6, -0.1, -0.5], [0.8, 1.6, 0.9], [-0.8, -1.1, -0.3], [0.7, -1.1, -0.9], [-0.8, 1.1, -0.7], [0.7, -0.4, 0.5], [0.4, -0.1, 0.5], [0.1, -0.1, 0.0], [-0.2, 0.0, 0.0], [0.3, 0.1, 0.0], [0.0, 0.0, 0.0], [0.0, -0.3, -0.2], [0.0, -0.2, -0.1], [0.0, 0.0, -0.1], [0.0, 0.2, 0.4], [0.0, 0.5, 0.2]]
}